[1]
The following is a quantum chemistry calculation of 2 unconnected molecules or ions with the total composition C6H10N3 at a distorted geometry, from OMol25.

Last column: natural (NBO) charge in e.
Positions of all 19 atoms, in Å:
C: 0.009 -0.115 1.746  -0.110
C: -1.361 0.049 -2.017  0.240
C: -0.482 -0.510 0.564  0.101
C: 1.343 0.628 1.700  -0.456
C: -1.813 -1.118 -0.031  -0.278
C: 1.544 0.864 0.196  -0.182
N: -2.139 -0.652 -1.321  -0.402
N: -0.028 0.488 -1.587  -0.474
N: 0.495 -0.037 -0.419  -0.185
H: -0.311 -0.232 2.705  0.241
H: -1.849 0.379 -2.941  0.247
H: 1.219 1.639 2.118  0.264
H: 2.050 -0.102 2.132  0.254
H: -1.604 -2.218 -0.131  0.247
H: -2.573 -0.804 0.818  0.262
H: 1.269 1.766 -0.182  0.228
H: 2.405 0.560 -0.161  0.215
H: 0.673 0.592 -2.304  0.407
H: 1.154 -1.177 -0.885  0.380

Properties
- Total charge: +1
- Strongest force on any atom: 6.658 eV/A
- Gap between HOMO and LUMO: 9.1786 eV
- M: 124.2 g mol⁻¹

***

[2]
The following is a quantum chemistry calculation of a gas-phase ion, C6H10N3O2 (charge +1) at a distorted geometry, from OMol25.

Last column: natural (NBO) charge in e.
Positions of all 21 atoms, in Å:
C: -1.255 -1.792 0.927  0.261
C: 0.838 -0.362 -0.319  0.162
C: -0.963 0.494 0.634  0.628
C: -1.087 -2.007 -0.550  -0.437
C: 0.413 -1.662 -0.730  -0.503
C: -0.359 2.597 -0.300  -0.420
N: -1.224 -0.547 1.261  -0.432
N: 1.997 -0.015 0.056  0.320
N: -1.249 1.698 0.465  -0.534
O: 2.037 1.238 0.681  -0.556
O: 3.023 -0.664 0.017  -0.423
H: -1.332 -2.556 1.657  0.233
H: -1.199 -3.047 -0.791  0.261
H: -1.619 -1.213 -1.045  0.240
H: 0.595 -1.911 -1.750  0.279
H: 0.916 -2.381 -0.197  0.242
H: 0.573 1.996 -0.641  0.259
H: -0.969 2.921 -1.115  0.216
H: -0.069 3.553 0.211  0.241
H: -2.051 2.238 0.640  0.447
H: 2.984 1.421 0.888  0.515

Properties
- Total charge: +1
- Strongest force on any atom: 5.410 eV/A
- Gap between HOMO and LUMO (spin up / spin down): 7.6630 / 7.6645 eV
- M: 156.2 g mol⁻¹

***

[3]
The following is a quantum chemistry calculation of a molecular structure, C6H10N3O2S at a distorted geometry, from OMol25.

Last column: natural (NBO) charge in e.
Positions of all 22 atoms, in Å:
C: 0.835 -0.275 1.530  -0.096
C: 2.501 1.242 0.662  0.184
C: -0.322 -0.856 1.006  0.110
C: -1.148 1.898 -0.611  -0.624
C: -2.511 -1.203 -0.032  -0.413
C: -1.031 0.388 -1.052  -0.236
N: 1.504 0.678 0.872  -0.371
N: 3.672 -1.353 -0.526  0.575
N: -1.207 -0.485 0.060  -0.298
O: 4.326 -0.405 -0.662  -0.249
O: 2.686 -1.715 -0.074  -0.248
S: 3.817 1.652 -0.119  0.344
H: 1.223 -0.770 2.552  0.261
H: -0.646 -1.712 1.591  0.227
H: -0.601 2.066 0.316  0.220
H: -0.770 2.540 -1.449  0.239
H: -2.253 2.127 -0.606  0.230
H: -3.390 -0.490 -0.186  0.245
H: -2.380 -1.968 -0.888  0.233
H: -2.585 -1.635 0.995  0.219
H: 0.018 0.132 -1.470  0.208
H: -1.737 0.144 -1.907  0.239

Properties
- Total charge: +1
- Strongest force on any atom: 4.278 eV/A
- Gap between HOMO and LUMO (spin up / spin down): 7.5356 / 6.3589 eV
- M: 188.2 g mol⁻¹

***

[4]
The following is a quantum chemistry calculation of a single C6H10N3OP molecule at a distorted geometry, from OMol25.

Last column: natural (NBO) charge in e.
Positions of all 21 atoms, in Å:
C: 1.051 -0.839 -0.941  0.036
C: -0.609 1.950 0.610  -0.228
C: 1.685 0.407 -0.947  0.091
C: 1.438 -1.821 -1.919  -0.627
C: -1.271 3.257 0.957  -0.622
C: -1.333 -2.044 1.420  -0.413
N: 0.286 -1.455 -0.098  -0.265
N: 0.700 2.134 0.434  -0.143
N: -0.653 -0.974 0.666  -0.377
O: 1.695 1.447 -0.127  -0.263
P: -1.492 0.484 0.774  0.583
H: 2.365 0.443 -1.770  0.189
H: 0.714 -2.590 -2.046  0.231
H: 2.277 -2.400 -1.625  0.221
H: 1.658 -1.557 -2.994  0.219
H: -0.485 3.858 1.434  0.254
H: -2.145 2.937 1.512  0.218
H: -1.670 3.650 0.064  0.222
H: -0.515 -2.735 1.431  0.233
H: -1.611 -1.639 2.366  0.224
H: -2.085 -2.512 0.800  0.214

Properties
- Total charge: 0
- Strongest force on any atom: 4.621 eV/A
- Gap between HOMO and LUMO (spin up / spin down): 7.1785 / 7.1822 eV
- M: 171.1 g mol⁻¹

***

[5]
The following is a quantum chemistry calculation of 2 unconnected molecules or ions with the total composition C6H10N4O2 at a distorted geometry, from OMol25.

Last column: natural (NBO) charge in e.
Positions of all 22 atoms, in Å:
C: 0.842 2.410 1.677  0.079
C: 1.594 4.031 0.269  0.147
C: 0.544 1.530 0.611  0.306
C: -0.563 -3.686 -0.122  -0.256
C: -0.417 -0.354 -1.431  -0.159
C: -1.165 -1.485 -1.026  -0.193
N: 1.277 3.638 1.544  -0.446
N: 1.365 3.309 -0.765  -0.104
N: -0.403 -0.285 1.501  -0.542
N: 0.137 0.308 0.520  -0.115
O: 0.618 2.197 -0.653  -0.340
O: -0.140 -2.478 -0.792  -0.557
H: 0.695 2.130 2.653  0.207
H: 1.862 5.053 0.020  0.205
H: 0.325 -4.391 -0.115  0.211
H: -1.396 -4.118 -0.769  0.164
H: -0.996 -3.485 0.837  0.173
H: 0.646 -0.281 -1.666  0.245
H: -0.921 0.488 -1.824  0.211
H: -1.932 -2.033 -1.648  0.222
H: -1.637 -1.158 -0.110  0.224
H: -0.335 -1.343 1.289  0.318

Properties
- Total charge: 0
- Strongest force on any atom: 3.502 eV/A
- Gap between HOMO and LUMO (spin up / spin down): 6.5747 / 6.6517 eV
- M: 170.2 g mol⁻¹

***

[6]
The following is a quantum chemistry calculation of 2 unconnected molecules or ions with the total composition C6H10N4OS at a distorted geometry, from OMol25.

Last column: natural (NBO) charge in e.
Positions of all 22 atoms, in Å:
C: 0.637 1.136 -0.055  -0.455
C: 1.971 0.753 0.046  0.169
C: 0.060 -0.134 -0.129  0.420
C: -2.308 0.394 0.728  0.716
C: 3.262 1.478 0.031  -0.649
C: 0.479 -2.498 -0.030  -0.402
N: 2.182 -0.601 0.052  -0.310
N: 0.854 -1.126 -0.097  -0.281
N: -2.802 1.584 0.117  -0.867
N: -2.377 -0.805 0.092  -0.608
O: -1.892 0.468 1.879  -0.578
S: -3.238 -0.888 -1.283  0.378
H: 0.138 2.016 -0.108  0.230
H: 3.686 1.266 0.985  0.231
H: 3.830 1.016 -0.724  0.232
H: 3.413 2.561 -0.118  0.223
H: 0.372 -2.961 -0.980  0.201
H: 1.162 -3.078 0.573  0.226
H: -0.467 -2.489 0.431  0.231
H: -2.828 1.685 -0.868  0.384
H: -2.629 2.370 0.680  0.404
H: -3.506 -2.148 -1.222  0.106

Properties
- Total charge: 0
- Strongest force on any atom: 3.847 eV/A
- Gap between HOMO and LUMO (spin up / spin down): 7.1297 / 8.1723 eV
- M: 186.2 g mol⁻¹

***

> Which value of strongest force on any atom does entry 1 give?

6.658 eV/A

***

> What is the M in the first record?

124.2 g mol⁻¹